A 11-piece molecular cluster, C27H67FN12O22S overall in a non-equilibrium geometry. Source: OMol25; level of theory: ωB97M-V/def2-TZVPD.

Energy = -3877.98374 a.u.
Structure (SMILES) = CCCCCCCCCCCCCN(NCCCC)S(=O)(=O)F.C[N+](=O)[O-].C[N+](=O)[O-].C[N+](=O)[O-].C[N+](=O)[O-].C[N+](=O)[O-].C[N+](=O)[O-].C[N+](=O)[O-].C[N+](=O)[O-].C[N+](=O)[O-].C[N+](=O)[O-]
HOMO-LUMO gap = 8.271 eV
HOMO energy = -9.691 eV
LUMO = -0.0522 hartree

The geometry in XYZ format:
```
130
Properties=species:S:1:pos:R:3:forces:R:3:lowdin_charge:R:1
H 3.75219 -2.42049 4.24710 -0.840 2.448 -0.048 0.11
C 0.86212 -0.09293 4.65681 -0.478 -0.924 -0.441 -0.22
O -10.73344 -4.25141 -3.27190 1.918 0.271 -0.584 0.06
H -0.23995 -1.07844 6.40765 -0.688 1.879 -1.610 0.10
H -6.22116 0.66957 -1.83657 -0.149 -0.187 -0.086 0.10
H 1.26438 -2.31444 4.21781 0.822 1.583 1.031 0.11
N -5.55214 1.36311 3.72831 -0.763 -0.818 0.341 -0.41
H 5.31066 -1.33725 -0.31029 -1.617 1.055 1.512 0.10
C 5.35956 6.77904 -2.31702 -0.192 0.146 -0.115 0.04
N -6.86766 -1.47760 -7.21719 0.611 0.771 -0.087 -0.42
H 2.41551 0.26140 10.09105 0.130 0.067 -0.214 0.10
C 4.66535 -3.56590 -5.53878 -0.343 -0.095 -0.100 0.04
H 0.44869 -1.38955 -0.45167 0.344 0.646 -2.232 0.08
C -7.69129 -2.71115 -7.33362 -0.330 -0.148 0.236 0.04
H -2.76027 -0.65479 5.10771 2.222 -0.646 -1.277 0.08
H -4.25402 -4.50223 1.71003 0.104 2.433 -0.593 0.08
H 5.64352 -1.00649 2.26888 -2.262 -1.079 -0.517 0.12
O -6.09042 -1.23618 -8.14810 -1.088 -0.158 1.526 0.05
O 6.17380 2.20381 1.94659 -0.299 1.641 0.335 0.03
H 3.00081 -1.09651 -2.44256 -1.798 0.790 1.944 0.09
N -6.28812 -1.39298 -1.47908 -0.018 -0.670 0.564 -0.41
H 2.55807 0.38336 -1.34397 -0.469 -2.188 -0.126 0.11
C 3.51250 -0.46924 2.91702 0.304 -0.540 -0.067 -0.20
H -8.73774 -5.05802 -1.80206 -0.096 0.234 -0.040 0.11
N 4.77791 0.39271 -3.53309 -0.437 -0.102 0.640 -0.39
C -6.18479 -0.24938 -2.42515 0.250 0.140 -0.259 0.05
H -1.59405 -2.10733 4.67073 -0.288 2.356 -0.260 0.07
H 3.16384 -2.79035 -0.50850 -0.148 2.537 0.430 0.12
N 5.88384 3.39281 2.12318 0.987 -0.169 0.570 -0.42
H -5.49447 3.44340 4.08430 0.071 -0.307 -0.108 0.10
C 4.54865 -1.35123 1.94762 0.767 1.399 -0.110 -0.21
O 3.20321 4.42349 -2.58976 -1.310 0.170 -0.976 0.03
N 5.80784 -2.69635 -5.92886 0.832 0.386 -0.275 -0.43
H 4.38559 -3.30358 -4.51646 0.176 -0.121 -0.110 0.10
N 2.17729 4.51017 -3.27457 0.511 0.647 -0.573 -0.40
H 4.79989 3.75847 0.36874 -0.054 -0.124 0.196 0.10
C -3.16580 -0.43255 0.71344 0.540 -0.095 0.666 -0.16
H -1.03140 -1.32387 1.21891 -2.411 -0.394 -1.033 0.10
H 1.45396 0.89120 4.88704 -1.110 -1.990 -0.199 0.11
H -8.94210 -3.27264 -1.65100 -0.018 -0.243 -0.063 0.09
O -7.02098 -0.78829 -6.20220 0.421 -0.698 -1.348 0.04
O -4.99346 0.39700 3.19586 -0.941 1.205 0.801 0.02
C -8.62815 -4.09258 -2.30019 0.297 0.054 0.095 0.04
H -4.84594 2.90406 2.49819 0.119 -0.118 0.213 0.09
F -2.28621 2.47996 1.97161 1.722 -1.074 -2.549 -0.24
C 3.02431 -1.64048 -0.22079 -0.016 0.507 0.425 -0.21
H -4.25879 -0.74749 0.43502 2.262 0.339 0.432 0.11
H 0.25906 1.81414 -1.34278 -2.057 -1.750 -0.376 0.10
C -0.68958 1.13766 -1.58636 1.705 0.985 -1.708 -0.21
H 3.81498 3.30428 1.80950 0.164 -0.026 -0.162 0.09
O -7.31036 -1.45262 -0.78594 1.502 -0.133 -0.885 0.05
H 1.82260 -1.80575 5.96587 -0.341 0.897 -2.712 0.08
H -4.54947 -3.26394 0.28915 1.009 -0.119 2.424 0.06
H 0.75505 3.90294 -1.86217 0.109 -0.072 -0.097 0.09
H 4.24833 0.21362 0.29619 0.722 -2.358 -0.056 0.11
H 3.83435 -3.38610 -6.22426 0.304 0.039 0.117 0.10
O 3.68986 0.96599 -3.66095 1.288 -0.694 0.310 0.03
N 6.24862 6.55980 -1.14439 0.579 -0.012 0.796 -0.42
H 5.00241 -4.60240 -5.60493 0.008 0.220 0.150 0.10
H 3.97695 -0.77339 5.13574 -1.396 -1.028 -1.405 0.11
N -2.70316 0.54743 -0.38513 -2.135 0.270 1.469 -0.10
H 2.48523 -0.24930 2.37299 2.028 -0.690 1.116 0.09
O 7.13606 5.70781 -1.26906 -1.215 1.193 0.371 0.04
H -8.32563 -2.79727 -6.44876 0.249 0.098 -0.244 0.06
C 0.78821 -1.20220 -1.55626 0.974 -0.372 -0.451 -0.21
C 1.03481 3.64062 -2.88449 -0.222 -0.006 -0.098 0.03
H 1.37186 2.60412 -2.95064 0.132 0.214 0.059 0.08
H -7.59921 -3.94640 -2.63590 -0.299 -0.048 -0.010 0.09
O 1.87634 0.13687 7.54396 1.148 -1.120 0.988 0.05
H -1.35610 1.77465 -2.32923 1.007 -1.247 1.824 0.14
C -0.50362 -0.29323 5.55973 0.488 -0.149 -0.368 -0.26
H 4.52610 4.94933 1.68563 0.164 -0.273 -0.006 0.09
O -5.34780 -2.19556 -1.45634 -1.519 0.940 -0.037 0.02
C 4.65861 3.89273 1.44313 -0.188 0.296 -0.035 0.04
H 0.77510 -2.27157 -2.08602 -0.150 2.310 1.084 0.13
H 2.27667 -1.65792 0.70974 1.371 0.182 -2.115 0.10
H 6.67565 1.07675 -4.09645 -0.131 -0.230 -0.026 0.11
C -2.06741 -1.64853 0.72430 0.258 -0.577 -0.213 -0.20
S -1.10996 2.30513 0.71784 6.949 6.348 0.439 0.90
H -3.24319 0.11425 1.76862 0.335 -1.263 -2.232 0.09
C 1.76705 -1.45091 4.82738 0.618 -0.049 0.235 -0.22
O -8.99956 -3.94106 -4.59494 -0.884 -0.208 1.248 0.03
H 4.62947 7.55193 -2.06726 0.250 -0.198 0.049 0.10
O 6.03481 7.24313 -0.13633 0.470 -1.101 -1.223 0.05
C 5.80340 0.63572 -4.58327 0.041 0.165 -0.317 0.06
H 3.81146 0.87348 9.12728 -0.234 -0.094 0.042 0.10
H -1.89836 -3.90109 1.03435 -1.457 1.905 0.965 0.12
H 0.20381 3.82042 -3.56997 0.291 0.057 0.127 0.11
C 2.37880 -0.76449 -1.49080 0.073 -1.549 0.734 -0.20
H -5.23934 -0.32328 -2.96685 -0.232 -0.088 0.209 0.10
C -4.13449 -3.36486 1.39031 0.222 -0.527 0.448 -0.14
C -1.70272 -0.93397 4.63271 0.039 0.050 0.631 -0.14
H -4.78018 -2.70019 2.13576 1.384 -1.381 -1.688 0.09
C 3.32153 -1.31108 4.32051 -0.144 0.002 0.280 -0.21
H 5.39087 1.31932 -5.32846 -0.002 -0.192 0.268 0.10
H -1.05110 -0.82746 -2.86591 1.608 1.692 1.107 0.12
H 4.40476 -2.50626 2.15199 0.281 2.393 -0.559 0.11
H 3.96411 0.59929 3.17616 -0.770 -2.335 -0.717 0.11
H 6.04597 -0.32771 -5.03623 0.113 0.241 0.195 0.07
C -2.53843 -3.00996 1.50495 0.694 -0.099 -0.126 -0.24
N 2.64084 -0.58888 8.19035 -0.402 -0.389 -0.871 -0.40
N -9.52580 -4.09500 -3.48669 -0.892 -0.077 -0.579 -0.41
C -4.89705 2.68922 3.56751 -0.055 0.332 0.130 0.04
C -0.16431 -0.17794 -2.41159 -0.047 -1.046 0.153 -0.16
H -7.02978 -0.31386 -3.11375 0.080 0.066 0.191 0.10
H 0.50928 -0.03350 3.51839 0.869 0.049 2.386 0.09
O 0.32117 2.30875 1.37161 -6.073 -1.175 -1.893 -0.35
N -1.35357 0.84026 -0.25898 0.142 1.131 0.052 -0.26
O 2.01659 5.25196 -4.25067 0.567 -0.996 1.517 0.07
H -8.29892 -2.61783 -8.23605 0.254 -0.043 0.079 0.10
H -1.61247 -0.56173 3.50296 -0.366 -0.770 2.528 0.06
H -0.80610 0.73416 6.04332 0.428 -2.084 -0.937 0.10
O 6.51852 4.20026 2.81168 -0.796 -1.377 -0.925 0.06
H -7.00688 -3.55920 -7.40143 -0.107 0.199 -0.121 0.11
O -6.60238 1.32584 4.37980 1.593 -0.202 -1.036 0.07
H 0.46392 0.20212 -3.33564 -1.284 -0.522 1.878 0.12
C 3.23660 -0.00651 9.42302 0.237 -0.077 0.258 0.04
H -1.78835 -1.92556 -0.40004 -0.846 0.689 2.290 0.11
H -2.14044 -2.91327 2.62140 -1.293 -0.293 -2.295 0.09
O 6.83375 -2.78303 -5.24404 -1.457 0.328 -1.103 0.06
H 3.88485 -0.75213 9.88842 -0.204 0.121 -0.225 0.10
C 4.41703 -0.95540 0.34754 -1.397 -0.748 0.504 -0.21
O 5.64714 -1.95456 -6.90496 0.427 -0.808 1.355 0.05
O 2.95322 -1.75072 7.90506 -0.519 1.601 0.366 0.05
H 4.86023 5.83246 -2.53355 0.203 0.212 -0.039 0.06
O 5.09423 -0.36680 -2.61001 -0.458 1.228 -1.424 0.04
H -3.89985 2.61970 4.00689 -0.135 -0.057 -0.219 0.10
H 5.98745 7.09708 -3.15183 -0.061 -0.175 0.151 0.10
O -1.18938 3.61511 -0.13028 -1.297 -4.889 2.755 -0.36
H -3.24391 1.45420 -0.25237 0.442 -1.545 -0.700 0.13
```
Positions in Å, forces in eV/Å.